[1]
{"formula": "C10H15NO2P", "method": "ωB97M-V with the def2-TZVPD basis set", "smiles": "[NH2+]=C[C@H](O)CCP(O)c1ccccc1", "gap_ev": 6.682, "de_lowest_kcal_mol": 26.90, "total_charge": 1, "symbols": ["N", "C", "C", "O", "C", "C", "P", "O", "C", "C", "C", "C", "C", "C", "H", "H", "H", "H", "H", "H", "H", "H", "H", "H", "H", "H", "H", "H", "H"], "xyz": [[1.104, 1.688, -3.108], [0.131, 0.852, -2.808], [-1.192, 1.399, -2.468], [-0.721, 2.554, -1.846], [-1.996, 0.462, -1.539], [-1.556, 0.478, -0.042], [0.280, 0.646, 0.382], [-0.006, 1.841, 1.536], [0.527, -0.852, 1.359], [0.563, -0.621, 2.757], [1.098, -1.589, 3.556], [1.516, -2.727, 3.010], [1.490, -3.015, 1.641], [1.161, -2.003, 0.792], [0.753, 2.656, -3.058], [1.949, 1.451, -3.739], [0.168, -0.147, -3.110], [-1.793, 1.450, -3.470], [-1.457, 3.209, -1.607], [-1.915, -0.556, -1.842], [-3.084, 0.881, -1.611], [-2.061, 1.238, 0.593], [-2.019, -0.467, 0.198], [0.779, 2.097, 1.964], [0.183, 0.189, 3.329], [1.173, -1.423, 4.636], [1.976, -3.607, 3.618], [1.851, -3.931, 1.198], [1.099, -2.152, -0.322]]}

[2]
{"formula": "C5H7N3", "method": "ωB97M-V with the def2-TZVPD basis set", "smiles": "N#C/C=C(/N)N1CC1", "gap_ev": 9.269, "de_lowest_kcal_mol": 86.63, "symbols": ["N", "C", "C", "C", "N", "N", "C", "C", "H", "H", "H", "H", "H", "H", "H"], "xyz": [[-1.717, 2.439, -0.339], [-1.137, 1.595, 0.237], [-0.549, 0.780, 1.156], [0.316, -0.258, 0.829], [0.754, -1.230, 1.758], [0.651, -0.622, -0.438], [0.636, 0.292, -1.614], [-0.507, -0.701, -1.390], [-0.652, 1.197, 2.220], [1.417, -1.778, 1.234], [1.079, -0.989, 2.809], [1.430, -0.032, -2.147], [0.301, 1.353, -1.453], [-1.457, -0.274, -1.105], [-0.566, -1.773, -1.758]]}

[3]
{"formula": "C4H5NO", "method": "ωB97M-V with the def2-TZVPD basis set", "gap_ev": [8.468, 8.469], "de_lowest_kcal_mol": 121.29, "symbols": ["C", "C", "N", "C", "C", "O", "H", "H", "H", "H", "H"], "xyz": [[-1.071, -1.026, 0.577], [0.350, 0.211, 1.557], [1.331, 0.256, 0.828], [1.392, 0.683, -0.461], [0.136, 0.953, -0.956], [-0.877, 0.840, -0.169], [-2.002, -0.843, 0.055], [-1.223, -1.397, 1.585], [-0.335, -1.576, -0.005], [2.327, 0.698, -1.003], [-0.030, 1.201, -2.007]]}

[4]
{"formula": "ClH2NS", "method": "ωB97M-V with the def2-TZVPD basis set", "gap_ev": [8.088, 7.958], "de_lowest_kcal_mol": 59.40, "symbols": ["N", "S", "Cl", "H", "H"], "xyz": [[-0.517, -0.728, 0.173], [1.188, 0.892, -0.020], [-1.957, 0.068, -0.044], [-0.396, -1.045, 1.127], [1.682, 0.813, -1.235]]}

Number 1: calculated total energy -936.32635 a.u.. Number 2: calculated total energy -358.88032 a.u.. Number 3: calculated total energy -285.22130 a.u.. Number 4: calculated total energy -914.20055 a.u..